Record 1
Here is a single C4H5NO molecule from OMol25. Energies are from ωB97M-V/def2-TZVPD.

Summary:
* energy relative to the best compared isomer or geometry (same formula, charge and spin): 4.698 eV
* SMILES: C#C/C(C)=N/O
* multiplicity: 1
* molecular weight: 83.09 g/mol
* charge: 0
* E_tot: -7761.828 eV

The geometry in XYZ format:
```
11
Properties=species:S:1:pos:R:3:forces:R:3:mulliken_charge:R:1
C -1.019 -0.940 0.295 -0.040 0.035 0.027 -0.9393
C -0.096 -0.050 -0.492 0.105 0.256 0.150 0.7093
N -0.254 1.187 -0.799 0.293 -0.433 0.191 -0.5312
O -1.271 1.780 -0.013 -0.327 0.142 0.083 -0.3689
C 1.306 -0.375 -0.631 0.647 0.131 0.293 -0.3243
C 2.431 -0.165 -0.247 -0.320 -0.330 -0.304 -0.1955
H -1.230 -1.860 -0.264 0.144 0.212 0.029 0.3134
H -0.545 -1.238 1.237 -0.068 0.084 -0.170 0.2972
H -1.957 -0.423 0.504 0.195 -0.096 -0.059 0.3175
H -0.666 2.112 0.673 -0.723 0.318 -0.018 0.3413
H 3.382 0.127 0.137 0.095 -0.319 -0.222 0.3806
```
Positions in Å, forces in eV/Å.

Record 2
Here is a single C4H5NO molecule from OMol25. Energies are from ωB97M-V/def2-TZVPD.

Summary:
* energy relative to the best compared isomer or geometry (same formula, charge and spin): 1.713 eV
* SMILES: N#C[C@H]1C[C@H]1O
* multiplicity: 1
* molecular weight: 83.09 g/mol
* charge: 0
* E_tot: -7764.813 eV

The geometry in XYZ format:
```
11
Properties=species:S:1:pos:R:3:forces:R:3:mulliken_charge:R:1
C -1.138 0.132 -0.359 -0.467 -0.158 -0.050 0.0277
C -0.924 -0.958 0.613 0.302 0.128 2.619 -0.5503
C 0.047 -0.787 -0.490 -0.680 -1.172 -0.869 -0.1252
C 1.285 -0.258 -0.170 3.754 2.262 1.614 0.0998
H -0.109 1.809 -0.317 -1.688 -0.749 0.977 0.3342
H -1.886 -0.041 -1.155 0.267 0.618 0.591 0.2818
H -1.516 -1.840 0.762 -0.316 -0.269 -0.668 0.2668
H -0.481 -0.659 1.592 -0.647 0.127 -0.876 0.2579
H 0.050 -1.549 -1.232 -0.092 -0.245 -0.767 0.3890
N 2.225 0.326 0.214 -1.761 -1.298 -1.030 -0.4717
O -0.907 1.403 0.161 1.328 0.756 -1.542 -0.5100
```
Positions in Å, forces in eV/Å.

Record 3
Here is a single C4H5NO molecule from OMol25. Energies are from ωB97M-V/def2-TZVPD.

Summary:
* energy relative to the best compared isomer or geometry (same formula, charge and spin): 3.038 eV
* SMILES: C=C1C=NOC1
* multiplicity: 1
* molecular weight: 83.09 g/mol
* charge: 0
* E_tot: -7763.489 eV

The geometry in XYZ format:
```
11
Properties=species:S:1:pos:R:3:forces:R:3:mulliken_charge:R:1
C 1.191 -0.868 -0.655 -0.029 -0.222 0.082 -0.7893
C 0.243 -0.298 0.095 0.115 0.060 -0.290 0.6659
C -0.076 1.131 -0.153 0.147 0.047 -0.141 -0.4227
O -1.458 1.265 0.177 -0.010 0.088 -0.194 -0.2014
N -1.832 0.148 0.903 0.354 -0.399 0.167 -0.2708
C -0.873 -0.711 0.952 -0.043 0.110 -0.044 -0.3804
H 1.768 -1.754 -0.439 -0.533 -0.436 -0.031 0.2731
H 1.390 -0.381 -1.608 0.642 0.217 0.415 0.2015
H 0.219 1.360 -1.181 -0.722 0.461 -0.011 0.3114
H 0.504 1.788 0.511 -0.084 -0.188 0.001 0.2118
H -1.076 -1.680 1.397 0.164 0.262 0.046 0.4010
```
Positions in Å, forces in eV/Å.

Record 4
Here is a single C4H5NO molecule from OMol25. Energies are from ωB97M-V/def2-TZVPD.

Summary:
* energy relative to the best compared isomer or geometry (same formula, charge and spin): 1.721 eV
* SMILES: C#CCNC=O
* multiplicity: 1
* molecular weight: 83.09 g/mol
* charge: 0
* E_tot: -7764.805 eV

The geometry in XYZ format:
```
11
Properties=species:S:1:pos:R:3:forces:R:3:mulliken_charge:R:1
O -0.708 -2.125 -0.780 0.069 0.114 0.392 -0.5506
C -0.470 -1.881 0.385 -0.039 -0.026 -0.133 0.0638
N -0.468 -0.639 0.941 0.055 -0.071 0.055 -0.1634
C -0.642 0.555 0.142 -0.104 0.108 -0.121 -0.7208
C 0.595 1.340 0.021 0.468 0.256 -0.008 -0.3865
C 1.615 1.977 -0.035 -0.448 -0.209 -0.040 0.2070
H -0.247 -2.663 1.132 -0.011 -0.004 -0.090 0.3306
H -0.155 -0.533 1.893 -0.023 -0.103 -0.087 0.2357
H -0.986 0.214 -0.839 0.086 0.135 0.082 0.3001
H -1.428 1.182 0.577 0.101 -0.070 -0.086 0.2894
H 2.510 2.556 -0.116 -0.152 -0.131 0.037 0.3947
```
Positions in Å, forces in eV/Å.